DFT (ωB97M-V/def2-TZVPD) results for a 6-piece molecular cluster, C4H17O8 overall at a distorted geometry.

```
! wB97M-V def2-TZVPD RIJCOSX def2/J DEFGRID3
* xyz -1 1
O 0.481 -2.466 0.587
C 0.181 -1.434 1.314
O 1.066 -0.699 1.797
C -1.248 -0.903 1.090
C -1.715 -1.262 -0.246
C -3.027 -0.576 -0.594
O -2.960 0.544 -1.477
H -1.955 -1.334 1.775
H -1.352 0.121 1.345
H -0.910 -0.919 -0.924
H -1.753 -2.416 -0.326
H -3.690 -1.247 -1.230
H -3.541 -0.525 0.368
H -2.205 1.173 -1.421
H 1.675 0.892 0.095
H 0.691 2.062 0.053
O 1.607 1.905 0.062
H 3.633 -1.376 0.041
H 2.102 -1.649 0.058
O 2.795 -1.116 -0.263
H 1.110 1.650 2.002
H 0.563 0.577 2.943
O 0.544 1.627 2.872
H 1.541 0.048 -1.397
H 0.702 -0.374 -2.754
O 1.118 0.296 -2.282
H -0.055 1.913 -2.401
H 0.962 2.878 -1.764
O 0.016 2.855 -2.026
*
```

As for the HOMO-LUMO gap: 8.76 eV. The value obtained for the maximum force is 0.071 hartree/bohr. The LUMO energy comes out at 3.25 eV. As for the energy: -20805.0817 eV. As for the HOMO energy: -5.51 eV.


DFT (ωB97M-V/def2-TZVPD) results for a 10-piece molecular cluster, C4H18BO17 overall at a distorted geometry.

```
! wB97M-V def2-TZVPD RIJCOSX def2/J DEFGRID3
* xyz -1 1
O 0.440 2.029 -2.086
C 0.340 1.206 -1.163
O -0.662 0.313 -0.882
B -0.463 -0.235 0.466
O 0.947 0.050 0.749
C 1.398 0.849 -0.131
O 2.552 1.357 -0.144
O -0.709 -1.683 0.671
C -1.535 -1.796 1.674
O -1.806 -2.796 2.243
C -2.053 -0.465 2.050
O -1.413 0.479 1.440
O -2.942 -0.308 2.902
O 2.153 -2.389 2.311
H 2.653 -3.013 1.785
H 1.575 -1.955 1.684
O 4.578 2.877 -1.371
H 3.871 2.328 -1.033
H 4.252 3.197 -2.212
O -0.870 3.877 -3.438
H -0.390 3.261 -2.884
H -0.191 4.427 -3.829
O -4.699 -2.625 3.433
H -3.807 -2.299 3.554
H -5.249 -1.843 3.484
O 0.073 -4.619 0.396
H -0.698 -4.763 -0.152
H -0.200 -3.948 1.022
O -1.922 1.713 -4.496
H -1.223 2.350 -4.349
H -1.543 0.875 -4.230
O 4.912 -0.529 0.204
H 4.079 -0.069 0.298
H 4.998 -0.681 -0.737
O -1.380 -0.627 -3.493
H -1.866 -1.351 -3.099
H -0.993 -0.165 -2.749
O -0.733 2.585 4.327
H -1.484 2.284 3.816
H 0.011 2.102 3.969
*
```

As for the HOMO-LUMO gap: 9.04 eV. The value obtained for the maximum force is 0.118 hartree/bohr. The LUMO energy comes out at 1.16 eV. As for the energy: -39932.4539 eV. As for the HOMO energy: -7.88 eV.


What did the second record say?
DFT (ωB97M-V/def2-TZVPD) results for a 10-piece molecular cluster, C4H18BO17 overall at a distorted geometry.

```
! wB97M-V def2-TZVPD RIJCOSX def2/J DEFGRID3
* xyz -1 1
O 0.440 2.029 -2.086
C 0.340 1.206 -1.163
O -0.662 0.313 -0.882
B -0.463 -0.235 0.466
O 0.947 0.050 0.749
C 1.398 0.849 -0.131
O 2.552 1.357 -0.144
O -0.709 -1.683 0.671
C -1.535 -1.796 1.674
O -1.806 -2.796 2.243
C -2.053 -0.465 2.050
O -1.413 0.479 1.440
O -2.942 -0.308 2.902
O 2.153 -2.389 2.311
H 2.653 -3.013 1.785
H 1.575 -1.955 1.684
O 4.578 2.877 -1.371
H 3.871 2.328 -1.033
H 4.252 3.197 -2.212
O -0.870 3.877 -3.438
H -0.390 3.261 -2.884
H -0.191 4.427 -3.829
O -4.699 -2.625 3.433
H -3.807 -2.299 3.554
H -5.249 -1.843 3.484
O 0.073 -4.619 0.396
H -0.698 -4.763 -0.152
H -0.200 -3.948 1.022
O -1.922 1.713 -4.496
H -1.223 2.350 -4.349
H -1.543 0.875 -4.230
O 4.912 -0.529 0.204
H 4.079 -0.069 0.298
H 4.998 -0.681 -0.737
O -1.380 -0.627 -3.493
H -1.866 -1.351 -3.099
H -0.993 -0.165 -2.749
O -0.733 2.585 4.327
H -1.484 2.284 3.816
H 0.011 2.102 3.969
*
```

As for the HOMO-LUMO gap: 9.04 eV. The value obtained for the maximum force is 0.118 hartree/bohr. The LUMO energy comes out at 1.16 eV. As for the energy: -39932.4539 eV. As for the HOMO energy: -7.88 eV.